Entry A
Molecular formula: ClH2N2P
Method: DFT, ωB97M-V with the def2-TZVPD basis set

Geometry as ORCA input:
```
! RIJCOSX wB97M-V def2-TZVPD def2/J DEFGRID3
* xyz 0 1
N 0.5784 -0.2647 0.3062
N 0.7638 -0.4933 -0.9352
P -1.5371 1.3476 0.8432
Cl -1.6211 0.5599 2.6513
H 0.4056 0.1804 -1.5922
H 1.4104 -1.3299 -1.2733
*
```

Calculated values
Orbital gap (spin up / spin down) (eV): 6.79 / 6.69


Entry B
Molecular formula: ClH2N2P
Method: DFT, ωB97M-V with the def2-TZVPD basis set

Geometry as ORCA input:
```
! RIJCOSX wB97M-V def2-TZVPD def2/J DEFGRID3
* xyz 0 1
N -3.8224 1.2724 -0.5431
N -2.9791 1.2105 0.1750
P -0.0339 -0.7198 0.5447
Cl -0.5945 -2.5455 0.0457
H 0.7676 -0.8648 1.7132
H 1.2909 -0.9591 -0.0260
*
```

Calculated values
Structure (SMILES): N#N.PCl
Orbital gap (eV): 10.79


Short version: entry A is the least stable of them.


Entry A
Molecular formula: C6H9N3O3
Method: DFT, ωB97M-V with the def2-TZVPD basis set

Geometry as ORCA input:
```
! RIJCOSX wB97M-V def2-TZVPD def2/J DEFGRID3
* xyz 0 1
O 0.3099 -1.8752 -0.9223
C 1.0732 -1.0819 -0.4706
N 1.8012 -1.0852 0.7046
N 2.5427 0.0267 0.8225
N 2.3468 0.7459 -0.1803
O 1.4480 0.1164 -1.0272
H 1.8118 -1.8021 1.4016
C -3.4301 -0.6495 -0.4848
C -2.6484 -0.4418 0.5727
C -1.4516 0.4146 0.6157
C -0.7391 0.5457 1.7373
C -1.0695 1.1319 -0.6549
O 0.0907 1.9087 -0.4399
H -3.2360 -0.1793 -1.4470
H -4.2907 -1.3062 -0.4235
H -2.8885 -0.9430 1.5205
H 0.1356 1.1813 1.7712
H -1.0289 0.0255 2.6461
H -0.9111 0.3847 -1.4434
H -1.9213 1.7620 -0.9685
H 0.2985 2.3539 -1.2625
*
```

Calculated values
Structure (SMILES): O=c1[nH]nno1.C=CC(=C)CO
Orbital gap (eV): 9.71


Entry B
Molecular formula: C6H9N3O3
Method: DFT, ωB97M-V with the def2-TZVPD basis set

Geometry as ORCA input:
```
! RIJCOSX wB97M-V def2-TZVPD def2/J DEFGRID3
* xyz 0 1
H -2.0863 1.0023 3.2037
N -1.7447 0.5108 2.3705
C -1.4356 1.2360 1.3902
C -0.7970 0.6560 0.1487
N 0.3280 -0.1465 0.4001
C 1.3509 -0.0025 -0.2991
C 1.9375 1.1133 -1.2243
N 2.3933 -1.0285 0.0542
O 2.0001 -1.9453 0.7766
O 3.5177 -0.8595 -0.3395
C -1.6733 -0.4081 -0.6167
C -1.5457 -1.8534 -0.2228
O -2.2085 -0.0699 -1.6540
H -1.2776 2.3368 1.3779
H -0.6288 1.5615 -0.4862
H 1.9162 1.0122 -2.2758
H 3.0220 1.4406 -0.9622
H 1.2258 1.9616 -1.1406
H -2.0558 -2.2341 0.6622
H -0.5391 -1.8751 0.0963
H -1.6992 -2.4080 -1.2591
*
```

Calculated values
Structure (SMILES): [H]/N=C/[C@@H](/N=C(\C)[N+](=O)[O-])C(C)=O
Orbital gap (eV): 9.07


Entry C
Molecular formula: C6H9N3O3
Method: DFT, ωB97M-V with the def2-TZVPD basis set

Geometry as ORCA input:
```
! RIJCOSX wB97M-V def2-TZVPD def2/J DEFGRID3
* xyz 0 1
C -0.8429 2.0656 -0.8743
N -0.7433 0.7399 -0.2695
C -1.7777 0.1644 0.4426
O -2.6917 0.8830 0.8008
C -1.4894 -1.2857 0.7631
C -0.6178 -1.9514 -0.3691
C 0.7364 -1.2812 -0.2377
O 1.7602 -1.8890 -0.1262
N 0.7813 0.1057 -0.2790
C 1.7830 0.8563 0.2559
N 2.9595 0.2582 0.4480
O 1.5899 2.0385 0.5722
H -1.8828 2.3504 -0.7565
H -0.2603 2.9070 -0.4907
H -0.5535 1.8884 -1.9257
H -1.1718 -1.4563 1.7531
H -2.4499 -1.6307 0.6985
H -1.0524 -1.7862 -1.4163
H -0.5788 -2.9863 -0.2593
H 2.9146 -0.8605 0.3779
H 3.5875 0.8699 0.8923
*
```

Calculated values
Structure (SMILES): CN1C(=O)CCC(=O)N1C(N)=O
Orbital gap (eV): 10.22


Short version: entry B is the least stable of them.


Entry A
Molecular formula: C5H11NO
Method: DFT, ωB97M-V with the def2-TZVPD basis set

Geometry as ORCA input:
```
! RIJCOSX wB97M-V def2-TZVPD def2/J DEFGRID3
* xyz -1 2
N -1.4591 2.2650 -0.4612
C 1.0750 1.6122 0.6750
C 0.6355 -2.8337 -0.1246
C 0.6420 -2.1872 1.0545
C 0.7808 -0.7783 1.4354
C 0.8583 0.2565 0.4968
H -2.3155 2.4259 0.0448
H -1.5752 1.8821 -1.4315
H 1.3033 1.9924 1.6643
H 1.4194 2.0560 -0.2609
H 0.5264 -3.8915 -0.2959
H 0.7958 -2.0499 -0.8756
H 0.6018 -2.7485 1.9874
H 0.7613 -0.5824 2.5016
H 0.7584 -0.1122 -0.5165
H -2.2384 0.2730 -3.3218
H -0.8360 1.6772 0.0772
O -1.7338 0.7432 -2.6490
*
```

Calculated values
Expectation value of S²: 0.811
Orbital gap (spin up / spin down) (eV): 6.24 / 5.00


Entry B
Molecular formula: C5H11NO
Method: DFT, ωB97M-V with the def2-TZVPD basis set

Geometry as ORCA input:
```
! RIJCOSX wB97M-V def2-TZVPD def2/J DEFGRID3
* xyz -1 2
N 1.6132 1.3294 1.7658
C 0.9022 0.1960 1.2616
C -0.1012 0.3729 0.3275
C -1.1591 -0.5361 -0.0409
C -1.0764 -1.6866 -0.7604
C -2.3420 -2.3659 -1.2093
H 1.5514 1.3561 2.7805
H 1.4628 2.2242 1.3156
H 0.7730 -0.6361 1.9381
H -0.1764 1.4458 0.0519
H -2.1730 -0.1864 0.1749
H -0.1292 -2.1152 -1.0634
H -2.2274 -3.3583 -1.6511
H -2.8678 -1.7945 -2.0039
H -3.1248 -2.3839 -0.4371
H 2.8434 2.1354 -1.2758
H 3.1731 2.9270 -0.1004
O 3.0582 3.0761 -1.0736
*
```

Calculated values
Expectation value of S²: 0.756
Orbital gap (spin up / spin down) (eV): 2.65 / 7.36


Short version: entry A is the least stable of them.